Below is C3H3FS in the gas phase in a non-equilibrium geometry, with properties calculated with wB97M-V/def2-TZVPD.

Last column: natural (NBO) charge in e.
Element x y z (Å)
F 0.815 -2.297 0.862  -0.295
C 0.531 -1.037 0.647  0.350
C -0.750 -0.621 0.427  -0.402
C -0.916 0.716 -0.109  -0.310
S 0.108 1.661 -0.921  0.020
H 1.304 -0.263 0.611  0.190
H -1.611 -1.204 0.651  0.235
H -1.942 1.220 -0.070  0.212

The orbital gap comes out at 7.99 eV. The charge is 0. As for the SMILES: F/C=C/C=S. As for the energy above the lowest of the compared OMol25 structures with the same formula, charge and spin: 7.3 kcal/mol. For the LUMO energy, the calculation gives -0.74 eV. The value obtained for the HOMO energy is -8.73 eV.



Below is a molecular structure, C4H7O2Rb in a non-equilibrium geometry, with properties calculated with wB97M-V/def2-TZVPD.

Last column: natural (NBO) charge in e.
Element x y z (Å)
O -2.280 -4.192 -0.868  -0.958
C -1.671 -4.000 0.339  -0.020
C -2.228 -2.775 1.097  -0.427
C -2.105 -1.488 0.269  -0.561
C -0.860 -0.747 0.535  0.457
O -0.530 0.281 -0.044  -0.620
Rb 2.348 3.332 -0.664  0.018
H -2.084 -1.736 -0.809  0.288
H -0.561 -3.850 0.249  0.065
H -1.794 -4.867 1.038  0.084
H -1.752 -2.686 2.088  0.161
H -3.298 -2.951 1.289  0.190
H -3.049 -0.882 0.339  0.224
H -0.140 -1.218 1.235  0.100

The orbital gap (spin up / spin down) comes out at 3.70 / 4.97 eV. Its spin multiplicity is 2. The charge is -1. As for the energy above the lowest of the compared OMol25 structures with the same formula, charge and spin: 0.0 kcal/mol. For the LUMO energy (spin up / spin down), the calculation gives 1.84 / 2.29 eV. The value obtained for the HOMO energy (spin up / spin down) is -1.86 / -2.68 eV.



Below is a molecular structure, C3H2BrI in a non-equilibrium geometry, with properties calculated with wB97M-V/def2-TZVPD.

Last column: natural (NBO) charge in e.
Element x y z (Å)
C 0.213 0.284 0.467  -0.212
C -0.624 -0.279 -0.193  -0.198
C -0.353 -0.035 2.906  -0.315
Br -1.586 -1.331 3.369  0.144
I 1.618 -0.606 3.579  0.127
H 1.146 0.496 0.834  0.229
H -1.530 -0.517 -0.617  0.224

The orbital gap comes out at 7.53 eV. The charge is 0. As for the energy above the lowest of the compared OMol25 structures with the same formula, charge and spin: 78.6 kcal/mol. For the LUMO energy, the calculation gives -1.41 eV. The value obtained for the HOMO energy is -8.94 eV.



Below is 2 unconnected molecules or ions with the total composition C16H16F6N5O9P2S2 in a non-equilibrium geometry, with properties calculated with wB97M-V/def2-TZVPD.

Last column: natural (NBO) charge in e.
Element x y z (Å)
O 4.294 1.608 2.597  -0.484
C 3.653 0.421 2.790  0.927
F 2.152 0.529 2.862  -0.341
N 4.384 -0.919 2.901  -0.655
C 4.371 -1.593 1.524  0.650
O 4.684 -2.886 1.385  -0.510
C 3.925 -0.701 0.192  -0.113
C 2.343 -0.591 -0.297  -0.340
P 0.884 -1.483 0.553  2.166
O -0.301 -0.436 0.868  -1.026
O 0.142 -2.744 -0.446  -0.916
O 1.265 -2.242 2.074  -0.915
C 2.075 0.377 -1.629  -0.238
S 0.395 0.730 -2.378  1.869
O 0.542 1.013 -3.924  -0.806
O -0.628 -0.434 -2.267  -0.827
C -0.303 2.267 -1.489  0.435
F -1.775 2.105 -1.255  -0.307
F 0.407 2.282 -0.156  -0.307
C 0.099 3.679 -2.224  0.937
F -0.545 4.790 -1.428  -0.319
F -0.407 3.831 -3.608  -0.285
F 1.578 3.910 -2.090  -0.306
C 3.386 1.093 -2.365  0.128
N 3.433 1.992 -3.600  -0.526
S 5.044 2.536 -4.087  0.926
N 5.976 1.757 -2.790  -0.536
C 4.963 0.986 -1.927  0.117
C 5.184 0.068 -0.586  -0.277
P 6.964 -0.106 0.086  1.318
O 7.782 -1.297 -0.898  -0.950
O 7.720 1.487 -0.110  -0.947
H 3.846 -1.520 3.591  0.437
H 0.756 -3.008 -1.193  0.508
H 1.924 -2.986 1.836  0.504
H 8.769 -1.114 -0.733  0.510
H 6.937 2.137 -0.139  0.499
C -4.414 0.305 -1.511  -0.630
C -4.126 0.006 -0.051  -0.223
N -5.247 -0.612 0.677  -0.270
C -6.563 -0.747 0.254  -0.045
C -7.256 -1.313 1.285  -0.037
N -6.353 -1.522 2.308  -0.284
C -5.135 -1.112 1.920  0.248
C -6.658 -2.091 3.614  -0.414
H -5.258 0.995 -1.612  0.211
H -3.546 0.770 -1.988  0.266
H -4.656 -0.613 -2.057  0.222
H -3.872 0.933 0.475  0.227
H -3.267 -0.671 0.024  0.249
H -6.857 -0.419 -0.727  0.261
H -8.288 -1.590 1.421  0.253
H -4.225 -1.163 2.509  0.255
H -6.391 -1.366 4.387  0.234
H -6.083 -3.010 3.747  0.234
H -7.726 -2.316 3.684  0.239

The orbital gap comes out at 5.52 eV. The charge is +1. For the LUMO energy, the calculation gives -5.38 eV. The value obtained for the HOMO energy is -10.90 eV.



Below is a molecular structure, C19H23N3O3 in a non-equilibrium geometry, with properties calculated with wB97M-V/def2-TZVPD.

Last column: natural (NBO) charge in e.
Element x y z (Å)
C 7.204 -0.809 2.509  -0.590
C 7.425 -1.718 1.197  -0.356
C 6.563 -1.186 -0.011  -0.283
C 6.875 0.021 -0.652  -0.573
C 6.080 1.100 -0.253  -0.295
C 4.548 1.106 -0.486  0.616
O 4.145 1.351 -1.492  -0.641
N 3.750 0.769 0.324  -0.426
N 2.351 0.644 0.330  -0.276
C 1.822 -0.043 -0.516  0.293
C 0.261 0.208 -0.353  0.010
C -0.415 1.221 0.079  -0.249
C -1.657 0.981 0.212  -0.158
C -2.442 0.165 -0.035  0.116
C -1.852 -1.063 -0.736  -0.219
C -0.540 -1.105 -0.631  -0.208
H 0.023 -2.130 -1.100  0.212
H -2.476 -1.947 -0.822  0.258
N -3.738 0.280 0.032  -0.563
C -4.843 -0.693 -0.088  0.628
O -4.673 -1.840 -0.785  -0.614
C -6.282 -0.163 0.285  0.222
C -7.379 -0.772 0.028  -0.283
C -8.413 0.062 0.626  -0.197
C -7.672 1.289 0.623  0.037
O -6.268 0.992 0.667  -0.387
H -7.990 1.858 1.294  0.163
H -9.371 0.020 0.454  0.210
H -7.603 -1.900 -0.324  0.263
H -4.130 1.005 0.572  0.401
H -2.144 2.149 0.695  0.125
H 0.264 1.937 0.360  0.247
C 2.440 -0.666 -1.644  -0.751
H 3.160 -1.516 -1.329  0.242
H 1.644 -1.319 -2.245  0.232
H 2.944 0.227 -2.270  0.326
H 4.130 0.817 1.229  0.384
H 6.135 1.376 1.248  0.095
H 6.464 2.217 -0.538  0.243
H 7.774 0.339 -0.375  0.222
H 6.729 -0.072 -1.542  0.225
H 5.221 -1.154 0.572  0.128
H 6.375 -2.104 -0.712  0.215
H 8.266 -1.889 0.910  0.164
H 6.873 -2.661 1.412  0.191
H 7.868 -1.299 3.243  0.202
H 7.638 0.071 2.267  0.198
H 6.244 -0.860 2.769  0.202

The orbital gap comes out at 8.37 eV. The charge is 0. As for the energy above the lowest of the compared OMol25 structures with the same formula, charge and spin: 522.4 kcal/mol. For the LUMO energy, the calculation gives -0.03 eV. The value obtained for the HOMO energy is -8.40 eV.



Below is a molecular structure, C2H3O2 in a non-equilibrium geometry, with properties calculated with wB97M-V/def2-TZVPD.

Last column: natural (NBO) charge in e.
Element x y z (Å)
C 0.598 1.305 0.063  0.503
C 0.617 -1.303 -0.084  0.472
O 1.749 -1.275 0.088  -0.286
O 1.759 1.306 -0.067  -0.264
H 0.210 0.006 -0.372  0.015
H -0.285 1.902 0.376  0.284
H -0.137 -2.138 -0.099  0.276

The orbital gap comes out at 10.00 eV. The charge is +1. As for the energy above the lowest of the compared OMol25 structures with the same formula, charge and spin: 42.1 kcal/mol. For the LUMO energy, the calculation gives -7.03 eV. The value obtained for the HOMO energy is -17.03 eV.



Below is C11H22N2O in the gas phase, with properties calculated with wB97M-V/def2-TZVPD.

Last column: natural (NBO) charge in e.
Element x y z (Å)
C 2.572 -1.093 -1.427  -0.400
C 1.442 -0.804 -2.045  -0.171
C 0.761 -1.703 -3.029  -0.439
C -0.366 -2.544 -2.407  -0.380
C -1.450 -1.710 -1.716  -0.400
C -1.155 -1.486 -0.232  -0.398
C -2.124 -0.489 0.401  -0.399
C -1.844 -0.227 1.887  -0.393
C -1.005 1.022 2.161  -0.379
C 0.421 0.944 1.606  -0.497
C 1.215 2.142 2.081  0.657
O 1.907 2.161 3.079  -0.633
N 1.078 3.239 1.296  -0.468
N 1.590 4.495 1.687  -0.649
H 3.027 -0.423 -0.717  0.200
H 3.091 -2.020 -1.607  0.190
H 0.947 0.140 -1.853  0.187
H 1.494 -2.386 -3.463  0.210
H 0.340 -1.097 -3.835  0.205
H -0.816 -3.134 -3.209  0.205
H 0.064 -3.241 -1.686  0.199
H -2.413 -2.218 -1.806  0.204
H -1.545 -0.747 -2.222  0.190
H -0.129 -1.139 -0.118  0.208
H -1.236 -2.442 0.292  0.197
H -2.089 0.455 -0.148  0.188
H -3.137 -0.884 0.291  0.204
H -1.347 -1.097 2.320  0.199
H -2.793 -0.100 2.412  0.208
H -1.512 1.895 1.741  0.192
H -0.943 1.166 3.243  0.216
H 0.909 0.044 1.982  0.234
H 0.409 0.920 0.517  0.206
H 0.397 3.281 0.553  0.385
H 1.727 4.454 2.698  0.373
H 2.514 4.626 1.272  0.349

The orbital gap comes out at 10.20 eV. The charge is 0. As for the SMILES: C=CCCCCCCCCC(=O)NN. As for the energy above the lowest of the compared OMol25 structures with the same formula, charge and spin: 6.2 kcal/mol. For the LUMO energy, the calculation gives 0.82 eV. The value obtained for the HOMO energy is -9.38 eV.



Below is CH2O2S in the gas phase in a non-equilibrium geometry, with properties calculated with wB97M-V/def2-TZVPD.

Last column: natural (NBO) charge in e.
Element x y z (Å)
C 0.805 0.080 -0.095  -0.238
O -1.958 -0.876 0.338  -0.886
O -0.083 1.051 0.373  -0.678
S -1.177 0.029 -0.452  1.356
H 1.488 0.444 -0.949  0.221
H 0.926 -0.728 0.785  0.224

The orbital gap comes out at 9.96 eV. The charge is 0. As for the energy above the lowest of the compared OMol25 structures with the same formula, charge and spin: 73.0 kcal/mol. For the LUMO energy, the calculation gives 0.40 eV. The value obtained for the HOMO energy is -9.56 eV.



| no. | electronic energy (eV) |
| --- | --- |
| 1 | -16710.5114 |
| 2 | -9009.5821 |
| 3 | -81280.5323 |
| 4 | -99259.3386 |
| 5 | -30669.0858 |
| 6 | -6206.0775 |
| 7 | -16790.9270 |
| 8 | -15996.7678 |